The following is a quantum chemistry calculation of a cluster of 2 separate species, CH2ClFS in total at a distorted geometry, from the Open Molecules 2025 dataset.

Calculated values
Net charge: 0
HOMO level (alpha / beta) (Ha): -0.327 / -0.327
Orbital gap (alpha / beta) (eV): 6.852 / 6.851
ΔE to the lowest compared entry with this formula, charge and spin (kcal per mole): 75.7

Geometry (Å):
F -2.7860 -0.2553 -0.4007
Cl 0.5173 0.8745 0.9791
H -1.3682 2.2416 1.2805
S -2.4358 1.2588 -1.0332
C -0.4495 2.2014 0.7602
H 0.0745 3.1106 0.5456

Cartesian forces (eV/Å) of the 3 atoms listed first:
0.531 1.218 -0.254
0.381 -0.522 0.153
-0.493 0.019 0.701



The following is a quantum chemistry calculation of a cluster of 2 separate species, CH8N6O in total at a distorted geometry, from the Open Molecules 2025 dataset.

Calculated values
Net charge: 0
HOMO level (Ha): -0.338
Orbital gap (eV): 10.099
ΔE to the lowest compared entry with this formula, charge and spin (kcal per mole): 46.5
SMILES: [H]/N=C\N(N)N.[H]/N=N\O

Geometry (Å):
H -2.7896 -1.4382 1.7739
O -1.3705 0.1879 2.3245
N 0.9529 1.2464 0.8462
H 1.7934 0.5967 1.0177
N -1.8159 0.0362 1.0535
H 1.0426 0.6627 -2.7809
H 0.1452 -0.7710 -2.8089
C 0.2957 0.9652 -0.1655
H -0.5674 1.7330 -0.2801
H 2.2337 -0.5856 -0.2028
H -0.7787 0.9334 2.4604
N 1.5494 -1.0551 -0.7097
N 0.4898 -0.1123 -1.0010
N 0.3081 0.1247 -2.3785
H 1.1289 -1.6613 -0.0162
N -2.6175 -0.8628 0.8674

Cartesian forces (eV/Å) of the 3 atoms listed first:
0.245 1.058 -1.158
-0.845 -1.563 1.797
3.227 -0.627 2.871



The following is a quantum chemistry calculation of a structure of composition C5H6O at a distorted geometry, from the Open Molecules 2025 dataset.

Calculated values
Net charge: 0
HOMO level (Ha): -0.358
Orbital gap (eV): 10.717
ΔE to the lowest compared entry with this formula, charge and spin (kcal per mole): 80.5

Geometry (Å):
H -0.9546 -0.4162 -1.7700
C -0.0002 -0.8639 0.2042
C 1.3611 -0.3989 -0.2029
H -2.1502 0.3671 -0.2749
C -1.1197 -0.2306 -0.6976
C 0.5728 0.5586 0.6360
C -0.6649 0.9929 0.0122
H -0.1336 -1.6309 0.9569
O -1.5640 1.7319 0.4181
H 2.2163 -0.8195 0.3320
H 1.5714 -0.1656 -1.2438
H 0.8656 0.8749 1.6297

Cartesian forces (eV/Å) of the 3 atoms listed first:
-0.371 0.250 0.460
-0.441 -0.060 0.403
-0.192 0.036 -0.172



The following is a quantum chemistry calculation of the ion C7H6ClIN3O with charge +1 at a distorted geometry, from the Open Molecules 2025 dataset.

Calculated values
Net charge: +1
HOMO level (Ha): -0.438
Orbital gap (eV): 6.565
ΔE to the lowest compared entry with this formula, charge and spin (kcal per mole): 0.0

Geometry (Å):
H -0.3825 2.9730 1.2894
I -4.6192 0.6119 -0.2270
H 4.3417 0.1072 -0.5857
C -0.4640 1.0568 0.4944
C -2.2899 2.4036 0.8634
N -0.9509 2.1974 0.9527
H -1.3517 -2.5226 -0.9316
C 3.4093 -0.5671 -0.8189
O 2.5764 -0.5981 0.2953
H 3.9274 -1.6134 -0.8888
C 1.4156 -1.0343 0.1291
C -0.9918 -1.6826 -0.4818
C 0.3960 -1.7823 0.0103
N -1.6094 0.3869 0.2348
C -2.7231 1.2158 0.3333
Cl 1.0154 -3.4036 0.3293
H 2.8069 -0.3688 -1.6847
N -1.8026 -0.7849 -0.3805
H -2.7034 3.4049 1.0668

Cartesian forces (eV/Å) of the 3 atoms listed first:
0.218 -0.619 -0.280
0.259 0.195 0.167
-2.389 -0.765 -0.606



The following is a quantum chemistry calculation of an isolated molecule of C21H23F2N3O4 at a distorted geometry, from the Open Molecules 2025 dataset.

Calculated values
Net charge: 0
HOMO level (Ha): -0.331
Orbital gap (eV): 9.521
ΔE to the lowest compared entry with this formula, charge and spin (kcal per mole): 0.0
SMILES: O=C(c1cc(COc2ccc(F)c(F)c2)on1)N1CCN(C2CCCCC2)C(=O)C1

Geometry (Å):
C -6.4337 -0.7587 -0.7147
C -0.6217 2.2833 -1.0799
H 5.9274 -1.5322 1.5039
C -3.9055 2.4423 0.4417
C 2.2807 0.6253 -1.3011
H 5.8080 -2.5284 -1.3781
H 4.0406 -4.0497 -0.5545
C -3.1406 2.2452 -0.6700
H 2.2422 -2.3676 -0.1941
O -0.7834 2.3438 -2.2889
C 3.2602 -2.0453 -0.4218
H 1.3622 2.8899 1.2712
H 0.0471 1.7413 1.4417
C -5.7857 0.1398 0.1337
H 6.3890 -3.4479 0.0112
N 0.6038 2.1587 -0.5284
C -1.8080 2.3702 -0.1906
C 1.9682 0.8658 1.1262
O 2.2136 0.5688 2.2799
H 1.4413 2.2806 -2.4163
H -5.8155 3.3825 0.3239
H 4.1505 -3.3315 1.0546
C 5.9910 -1.3699 0.4263
C 4.2569 -3.1271 -0.0126
C 5.6850 -2.6751 -0.3024
H -3.4453 2.0436 -1.6738
H 1.5223 -0.0623 -1.6983
H 3.5024 -0.9474 1.4091
H -7.0754 -0.3878 -1.4963
C -5.3846 2.4332 0.6602
F -5.2436 -3.9208 0.6172
C 4.9960 -0.2853 0.0223
O -6.0389 1.4548 -0.1136
H -5.5938 2.3131 1.7313
H 5.2013 0.6367 0.5696
C 1.7535 2.0506 -1.3964
F -6.8836 -2.9654 -1.3746
C -6.2529 -2.1152 -0.5504
C -4.7843 -1.7104 1.2989
C 0.9382 1.9656 0.8545
H 5.1042 -0.0806 -1.0455
H 3.1876 0.5242 -1.9006
C 3.5727 -0.7540 0.3332
C -5.4248 -2.5981 0.4574
H 3.3343 -1.8809 -1.4989
H -4.4478 0.3165 1.8207
C -4.9605 -0.3455 1.1429
H 2.5168 2.7636 -1.0689
O -3.1014 2.6676 1.4961
N -1.8150 2.6257 1.0956
H -4.1457 -2.0952 2.0778
N 2.5884 0.2922 0.0739
H 7.0065 -1.0427 0.1954

Cartesian forces (eV/Å) of the 3 atoms listed first:
0.115 0.074 0.126
0.460 0.048 -0.089
0.049 0.006 0.084



The following is a quantum chemistry calculation of a cluster of 2 separate species, C5H10O in total, from the Open Molecules 2025 dataset.

Calculated values
Net charge: 0
HOMO level (Ha): -0.354
Orbital gap (eV): 10.513
ΔE to the lowest compared entry with this formula, charge and spin (kcal per mole): 47.4
SMILES: C=CCO.C=C

Geometry (Å):
H 0.2458 -1.4327 1.7092
O -1.7197 -0.4314 0.6449
H 1.5827 -2.4128 0.8753
H -1.0107 -0.0681 -1.2776
C 0.0561 -1.6690 -0.3760
H 2.1072 2.5991 -0.7657
C -1.2155 -0.9032 -0.5886
H 1.7259 0.8253 -0.3919
H 0.0547 3.2769 0.4458
H 0.4830 -2.0921 -1.2848
C 0.3420 2.2325 0.3453
C 0.6589 -1.8460 0.7947
H -2.4918 0.1171 0.4610
H -0.3127 1.4915 0.7997
H -1.9489 -1.5588 -1.0860
C 1.4429 1.8719 -0.3051

Cartesian forces (eV/Å) of the 3 atoms listed first:
0.015 -0.029 -0.122
-0.228 0.138 0.028
-0.153 0.088 -0.069



Number 1: E_tot -997.40335 Ha. Number 2: E_tot -446.50066 Ha. Number 3: E_tot -269.21792 Ha. Number 4: E_tot -1267.25036 Ha. Number 5: E_tot -1478.97117 Ha. Number 6: E_tot -271.67703 Ha.